# 1
The following is a quantum chemistry calculation of a cluster of 2 separate species, C4H11N2O in total in a non-equilibrium geometry, from the Open Molecules 2025 dataset.

```
! RIJCOSX wB97M-V def2-TZVPD def2/J DEFGRID3
* xyz -1 1
C 0.14365 -0.62098 1.68300
N 1.18157 -1.06012 0.75468
C 0.64984 -1.92488 -0.40500
O 1.15100 -1.55158 -1.55957
C -0.74650 0.54163 1.12769
N -0.97239 1.70574 1.73293
C -0.36885 1.66382 -1.89839
H 0.60657 -0.21569 2.59499
H -0.50601 -1.47190 1.90211
H 1.46273 -0.19899 0.29340
H -0.44676 -2.00993 -0.30724
H 1.00847 -2.96367 -0.03958
H -1.72316 0.03927 0.95396
H -0.01820 1.41357 0.74574
H 0.55322 2.23435 -1.73807
H -0.57463 1.56171 -2.96085
H -1.16854 2.19724 -1.39573
H -0.23201 0.66041 -1.48406
*
```

Properties
Relative energy (zero: lowest compared OMol25 entry of this formula, charge and spin) ... 5.857 eV
HOMO-LUMO gap ... 6.12 eV
HOMO level ... -0.102 hartree

natural (NBO) population analysis, charges in e, atoms 1 to 8: -0.26, -0.68, 0.15, -0.92, -0.18, -0.41, -0.87, 0.18

***

# 2
The following is a quantum chemistry calculation of the ion C4H11N2O with charge -2 in a non-equilibrium geometry, from the Open Molecules 2025 dataset.

```
! RIJCOSX wB97M-V def2-TZVPD def2/J DEFGRID3
* xyz -2 2
C 1.13457 -0.31748 1.03907
C 0.16282 -1.45464 0.69924
C -0.11166 -1.63390 -0.80432
N -1.30038 -0.93337 -1.26728
N 1.21768 0.86061 0.15881
C 0.13096 1.86583 0.37528
O -0.99894 1.71126 -0.32244
H 0.93275 0.10537 2.01965
H 2.12809 -0.68867 1.20116
H -0.79072 -1.17836 1.13165
H 0.40044 -2.42931 1.17127
H 0.70110 -1.24688 -1.37568
H -0.20072 -2.69763 -1.07499
H -1.98007 -0.99445 -0.51366
H -1.11530 0.06772 -1.23909
H 1.05351 0.49602 -0.76938
H -0.00088 1.96524 1.49403
H 0.67477 2.86113 0.17857
*
```

Properties
Relative energy (zero: lowest compared OMol25 entry of this formula, charge and spin) ... 0.523 eV
HOMO-LUMO gap (alpha / beta) ... 2.82 / 7.16 eV
HOMO level (alpha / beta) ... 0.165 / 0.003 hartree

natural (NBO) population analysis, charges in e, atoms 1 to 8: -0.35, -0.84, -0.41, -0.90, -0.70, 0.15, -0.97, 0.16

***

# 3
The following is a quantum chemistry calculation of a cluster of 2 separate species, C4H11N2O in total in a non-equilibrium geometry, from the Open Molecules 2025 dataset.

```
! RIJCOSX wB97M-V def2-TZVPD def2/J DEFGRID3
* xyz 1 1
N 2.27200 -0.47143 -0.74820
C 1.61849 0.72126 -0.26239
C 0.86289 0.31639 1.02837
N -0.36343 -0.54489 1.01265
C -1.70613 0.01750 0.74906
C -2.16172 0.24431 -0.75565
O -1.96660 1.31188 -1.31246
H -0.67483 -1.71242 -1.12139
H 1.48555 -1.09042 -0.99407
H 2.68930 -0.33911 -1.67978
H 0.82347 1.26874 -0.84850
H 2.26832 1.43256 0.14347
H 1.67108 -0.34375 1.48739
H 0.75817 1.02733 1.86863
H -0.20590 -1.41386 0.32002
H -2.10149 0.99105 1.22596
H -2.43909 -0.83793 1.00784
H -2.83010 -0.57722 -1.12095
*
```

Properties
Relative energy (zero: lowest compared OMol25 entry of this formula, charge and spin) ... 9.462 eV
HOMO-LUMO gap ... 5.17 eV
HOMO level ... -0.522 hartree

natural (NBO) population analysis, charges in e, atoms 1 to 8: -0.80, -0.21, -0.30, -0.29, -0.37, 0.42, -0.36, 0.09

***

# 4
The following is a quantum chemistry calculation of the ion C4H11N2O with charge +1 in a non-equilibrium geometry, from the Open Molecules 2025 dataset.

```
! RIJCOSX wB97M-V def2-TZVPD def2/J DEFGRID3
* xyz 1 1
N 1.56823 0.68632 -0.05976
C 0.99607 0.44807 -1.40868
C 0.35391 -0.94096 -1.38640
N -0.30185 -1.13804 -0.14568
C -1.51181 -0.38822 0.14879
C -1.24033 0.45593 1.36164
O -0.13265 0.89243 1.59794
H 2.44412 0.25513 0.03589
H 0.94314 0.25120 0.60746
H 1.67338 1.66576 0.21739
H 0.20442 1.19106 -1.53285
H 1.73249 0.52986 -2.14853
H 1.16000 -1.67324 -1.42099
H -0.20608 -1.05687 -2.28318
H -0.40733 -2.11089 0.07712
H -1.65930 0.29124 -0.63683
H -2.39822 -1.03451 0.23704
H -2.01945 0.69248 2.02165
*
```

Properties
Relative energy (zero: lowest compared OMol25 entry of this formula, charge and spin) ... 2.064 eV
HOMO-LUMO gap ... 10.59 eV
SMILES ... [NH3+]CCNCC=O
HOMO level ... -0.509 hartree

natural (NBO) population analysis, charges in e, atoms 1 to 8: -0.69, -0.23, -0.23, -0.65, -0.35, 0.48, -0.56, 0.42

***

# 5
The following is a quantum chemistry calculation of the ion C4H11N2O with charge +1 in a non-equilibrium geometry, from the Open Molecules 2025 dataset.

```
! RIJCOSX wB97M-V def2-TZVPD def2/J DEFGRID3
* xyz 1 1
O 1.93020 -0.32281 -0.43749
C 1.21302 -1.05924 0.21174
N 1.63044 -1.96197 1.09680
C -0.29872 -0.59601 0.27189
N -0.21346 0.88678 0.24476
C -1.09287 1.57858 -0.79789
C -2.54202 1.20487 -0.57871
H 1.04094 -2.61918 1.58022
H 2.62073 -2.14635 1.17487
H -0.56780 -0.89668 -0.74485
H -0.87438 -1.08000 1.04464
H 0.79131 1.01757 0.00916
H -0.40419 1.25604 1.17513
H -0.65952 1.29091 -1.74608
H -0.82768 2.61371 -0.60428
H -2.62956 0.16938 -0.88452
H -3.22204 1.83018 -1.12206
H -2.80458 1.20577 0.47706
*
```

Properties
Relative energy (zero: lowest compared OMol25 entry of this formula, charge and spin) ... 1.009 eV
HOMO-LUMO gap ... 11.87 eV
SMILES ... CC[NH2+]CC(N)=O
HOMO level ... -0.548 hartree

natural (NBO) population analysis, charges in e, atoms 1 to 8: -0.61, 0.67, -0.78, -0.34, -0.51, -0.19, -0.64, 0.42

***

# 6
The following is a quantum chemistry calculation of the ion C4H11N2O with charge +1 in a non-equilibrium geometry, from the Open Molecules 2025 dataset.

```
! RIJCOSX wB97M-V def2-TZVPD def2/J DEFGRID3
* xyz 1 1
C -2.03781 0.69197 0.33969
C -0.83414 0.30005 -0.47681
C 0.49851 0.65321 0.24979
C 1.66593 -0.29630 0.03871
N 2.75989 -0.06264 0.77039
O 1.60723 -1.14610 -0.85223
N -0.85700 -1.21000 -0.76805
H -2.93496 0.16072 0.01752
H -1.92653 0.51704 1.40831
H -2.23391 1.74398 0.20804
H -0.71060 0.66882 -1.49084
H 0.23731 0.72648 1.30694
H 0.78591 1.67119 0.00681
H 2.91022 0.83682 1.18011
H 3.55655 -0.65439 0.58101
H -1.27209 -1.70122 0.00874
H -1.37478 -1.42523 -1.61597
H 0.16025 -1.47440 -0.91214
*
```

Properties
Relative energy (zero: lowest compared OMol25 entry of this formula, charge and spin) ... 0.316 eV
HOMO-LUMO gap ... 11.80 eV
SMILES ... C[C@H]([NH3+])CC(N)=O
HOMO level ... -0.545 hartree

natural (NBO) population analysis, charges in e, atoms 1 to 8: -0.65, -0.02, -0.54, 0.70, -0.76, -0.63, -0.71, 0.23

***

# 7
The following is a quantum chemistry calculation of a cluster of 2 separate species, C4H11N2O in total in a non-equilibrium geometry, from the Open Molecules 2025 dataset.

```
! RIJCOSX wB97M-V def2-TZVPD def2/J DEFGRID3
* xyz 1 1
C -1.64572 1.44029 0.44421
C -2.50571 0.48130 0.14464
O -2.40309 -0.78544 0.71412
H -1.62284 2.29280 -0.22014
H -1.02525 1.37892 1.33160
H -3.33679 0.55694 -0.54217
H -3.29513 -1.14244 0.86635
C 2.05057 0.13934 -0.35274
C 1.19174 -0.87176 -0.47488
N 0.37348 -1.26569 0.67263
N 2.82578 0.62295 -1.36596
H 2.20148 0.62905 0.60353
H 1.07716 -1.49233 -1.34936
H 0.17991 -2.26414 0.77009
H 0.80962 -0.97677 1.55148
H -0.57304 -0.83407 0.70579
H 2.46147 0.56258 -2.30294
H 3.23634 1.52846 -1.19624
*
```

Properties
Relative energy (zero: lowest compared OMol25 entry of this formula, charge and spin) ... 2.573 eV
HOMO-LUMO gap ... 9.88 eV
HOMO level ... -0.473 hartree

natural (NBO) population analysis, charges in e, atoms 1 to 8: -0.50, 0.13, -0.75, 0.24, 0.20, 0.20, 0.51, 0.06

***

# 8
The following is a quantum chemistry calculation of the ion C4H11N2O with charge +1 in a non-equilibrium geometry, from the Open Molecules 2025 dataset.

```
! RIJCOSX wB97M-V def2-TZVPD def2/J DEFGRID3
* xyz 1 1
N -2.27606 0.44625 -1.75045
C -1.29400 -0.28784 -0.83354
C -0.04162 0.58622 -0.92231
N 0.95783 0.16678 -0.12208
C 1.06586 -0.73369 1.04952
C 1.84245 -0.08220 2.14992
O 0.10932 1.52453 -1.67897
H -3.05831 0.85160 -1.22708
H -2.62831 -0.23190 -2.43042
H -1.90870 1.25171 -2.28326
H -1.71606 -0.46534 0.15707
H -1.11998 -1.27762 -1.27736
H 1.79585 0.70999 -0.29162
H 0.12227 -1.09698 1.45648
H 1.68346 -1.54964 0.65576
H 2.90111 -0.05799 1.82300
H 1.92885 -0.69586 3.08580
H 1.63604 0.94198 2.43954
*
```

Properties
Relative energy (zero: lowest compared OMol25 entry of this formula, charge and spin) ... 1.342 eV
HOMO-LUMO gap ... 10.09 eV
SMILES ... CCNC(=O)C[NH3+]
HOMO level ... -0.507 hartree

natural (NBO) population analysis, charges in e, atoms 1 to 8: -0.68, -0.32, 0.64, -0.58, -0.23, -0.64, -0.60, 0.45

***

# 9
The following is a quantum chemistry calculation of the ion C4H11N2O with charge +1 in a non-equilibrium geometry, from the Open Molecules 2025 dataset.

```
! RIJCOSX wB97M-V def2-TZVPD def2/J DEFGRID3
* xyz 1 1
C 0.77731 -1.22290 -0.56983
C 0.06836 0.08093 -0.24371
C 0.17484 -2.00536 -1.68628
C -0.37706 1.78137 1.57088
N 1.50716 0.82432 -0.54975
N -0.27135 0.35024 1.20814
O 2.06851 -0.49793 -0.72987
H 0.84376 -1.83922 0.28102
H -0.69534 0.39282 -0.97736
H -0.68793 -2.45149 -1.07485
H 1.00330 -2.60027 -2.01984
H -0.09306 -1.23690 -2.51351
H 0.50963 2.25993 1.13133
H -1.22785 2.25955 0.99138
H -0.35026 1.82070 2.62499
H 1.61900 1.33916 -1.41472
H -1.14061 -0.24492 1.54404
H 0.44954 0.05014 1.88535
*
```

Properties
Relative energy (zero: lowest compared OMol25 entry of this formula, charge and spin) ... 5.474 eV
HOMO-LUMO gap ... 9.71 eV
SMILES ... C[NH2+][C@H]1NO[C@@H]1C
HOMO level ... -0.492 hartree

natural (NBO) population analysis, charges in e, atoms 1 to 8: 0.07, 0.05, -0.62, -0.43, -0.33, -0.53, -0.38, 0.18

***

# 10
The following is a quantum chemistry calculation of a cluster of 2 separate species, C4H11N2O in total in a non-equilibrium geometry, from the Open Molecules 2025 dataset.

```
! RIJCOSX wB97M-V def2-TZVPD def2/J DEFGRID3
* xyz 1 1
C 0.50965 -0.87094 -0.84874
C 1.00842 -0.58131 -3.14724
N 0.25852 -1.08634 -2.23797
H 0.27831 -1.82022 -0.37595
H -0.08407 -0.05663 -0.51351
H 1.55824 -0.59817 -0.65422
H 1.91008 0.02832 -2.74862
H 0.69489 -0.73852 -4.12665
H -0.60469 -1.54240 -2.50163
C 0.47504 1.05543 1.48885
C -0.86754 0.40738 1.84078
N -1.69715 1.00662 2.78526
O -1.28879 -0.59518 1.25707
H 0.73980 1.81866 2.20158
H 0.42577 1.55387 0.51905
H 1.30501 0.32509 1.41783
H -2.50364 1.40346 2.28159
H -2.11784 0.29086 3.36253
*
```

Properties
Relative energy (zero: lowest compared OMol25 entry of this formula, charge and spin) ... 2.934 eV
HOMO-LUMO gap ... 7.60 eV
HOMO level ... -0.472 hartree

natural (NBO) population analysis, charges in e, atoms 1 to 8: -0.44, 0.12, -0.36, 0.26, 0.26, 0.23, 0.24, 0.23

***

# 11
The following is a quantum chemistry calculation of the ion C4H11N2O2 with charge -1 in a non-equilibrium geometry, from the Open Molecules 2025 dataset.

```
! RIJCOSX wB97M-V def2-TZVPD def2/J DEFGRID3
* xyz -1 1
C 0.63936 -1.18284 0.30848
N 0.79192 -0.36638 1.53384
C 2.03209 0.60605 1.45780
O 2.71280 0.50425 0.33021
C -0.75600 -1.01765 -0.25059
N -1.10091 0.42130 -0.33623
C -1.17035 0.95392 -1.62937
O -2.66210 1.27641 -1.95337
H 0.78891 -2.22916 0.61260
H 1.56440 -1.00952 -0.25103
H 0.93826 -1.05200 2.24992
H 2.50577 0.43600 2.45508
H 1.57980 1.63088 1.46925
H -1.51613 -1.48969 0.37858
H -0.84199 -1.52444 -1.21964
H -0.42892 0.88447 0.26695
H -1.05511 0.33489 -2.49493
H -0.84959 1.97424 -1.66410
H -3.17223 0.84926 -1.26346
*
```

Properties
Relative energy (zero: lowest compared OMol25 entry of this formula, charge and spin) ... 3.987 eV
HOMO-LUMO gap ... 6.78 eV
SMILES ... [O-]CNCCNCO
HOMO level ... -0.105 hartree

natural (NBO) population analysis, charges in e, atoms 1 to 8: -0.30, -0.74, 0.15, -0.92, -0.22, -0.65, 0.08, -0.82

***

# 12
The following is a quantum chemistry calculation of a cluster of 2 separate species, C4H11N2OP in total in a non-equilibrium geometry, from the Open Molecules 2025 dataset.

```
! RIJCOSX wB97M-V def2-TZVPD def2/J DEFGRID3
* xyz 0 1
C 0.62930 -2.81371 0.15487
C -0.15316 -2.03502 1.32609
C 1.44076 -1.56087 0.01702
C 0.72353 -0.90857 0.97050
N -0.05491 1.76083 -1.86047
N 0.09928 2.21125 0.55194
O -2.13471 2.99188 -0.95308
P -1.11190 1.68129 -0.49100
H 1.23395 -3.71000 0.39486
H -0.02213 -3.03875 -0.79716
H -1.19314 -1.88663 1.39957
H 0.13267 -2.48922 2.30213
H -3.01984 2.69179 -0.96002
H 2.46543 -1.38763 -0.57167
H 0.63825 0.06157 1.45631
H -0.51659 1.63215 -2.73482
H 0.57968 0.99882 -1.72045
H -0.28611 2.75010 1.35486
H 0.54966 3.05073 0.16051
*
```

Properties
Relative energy (zero: lowest compared OMol25 entry of this formula, charge and spin) ... 1.376 eV
HOMO-LUMO gap ... 9.64 eV
SMILES ... C1=CCC1.NP(N)O
HOMO level ... -0.316 hartree

natural (NBO) population analysis, charges in e, atoms 1 to 8: -0.42, -0.44, -0.22, -0.19, -1.15, -1.17, -0.99, 1.31

***

# 13
The following is a quantum chemistry calculation of a cluster of 2 separate species, C4H11N2OPS in total in a non-equilibrium geometry, from the Open Molecules 2025 dataset.

```
! RIJCOSX wB97M-V def2-TZVPD def2/J DEFGRID3
* xyz 0 1
C 1.32808 -1.34270 -0.20325
C 1.65259 -1.90375 -2.58768
C -0.47146 -0.88319 -1.62945
C 0.92443 -1.46913 -1.43574
N -0.39430 0.92031 2.97483
N -0.60388 2.02803 0.72294
O -2.26675 2.59335 2.44307
P -1.67354 1.18824 1.76728
S 1.96495 -1.13623 1.25704
H 2.44332 -2.61972 -2.65035
H 2.13091 -0.96080 -2.93994
H 0.99963 -2.35764 -3.38350
H -1.19747 -1.67112 -1.91392
H -0.27055 -0.15784 -2.38510
H -0.84640 -0.42827 -0.70428
H -2.77710 2.59356 3.23905
H 0.33350 0.48781 2.44531
H -0.70148 0.22189 3.66318
H 0.29216 2.23630 1.24062
H -0.86663 2.66090 0.07989
*
```

Properties
Relative energy (zero: lowest compared OMol25 entry of this formula, charge and spin) ... 2.002 eV
HOMO-LUMO gap ... 8.14 eV
SMILES ... CC(C)=C=S.NP(N)O
HOMO level ... -0.297 hartree

natural (NBO) population analysis, charges in e, atoms 1 to 8: 0.02, -0.63, -0.59, -0.20, -1.15, -1.18, -1.02, 1.33

***

# 14
The following is a quantum chemistry calculation of a cluster of 2 separate species, C4H11N2OPS in total in a non-equilibrium geometry, from the Open Molecules 2025 dataset.

```
! RIJCOSX wB97M-V def2-TZVPD def2/J DEFGRID3
* xyz 0 1
C -1.63988 1.48657 0.28401
C -0.67139 2.34856 -0.54163
C 1.15453 -3.03093 0.55359
C 1.35785 -1.76361 -1.29744
N -0.78645 0.66870 1.04109
N 0.58680 -2.25423 -0.48220
O 1.45904 -0.27710 1.91744
P 0.91758 0.66735 0.97893
S -1.40645 3.60588 -1.57437
H -2.10227 2.16458 0.91236
H -2.31460 0.93013 -0.38217
H 0.02883 2.78299 0.18394
H 0.00981 1.91321 -1.30207
H 2.26817 -2.69998 0.58877
H 0.71284 -2.86135 1.53462
H 1.01545 -4.09954 0.61730
H -2.55069 3.52516 -1.18151
H 0.90568 -1.17130 -2.06895
H 2.36651 -2.02780 -1.50526
H -1.31136 0.09269 1.72355
*
```

Properties
Relative energy (zero: lowest compared OMol25 entry of this formula, charge and spin) ... 2.794 eV
HOMO-LUMO gap ... 9.63 eV
SMILES ... O=PNCCS.C=NC
HOMO level ... -0.338 hartree

natural (NBO) population analysis, charges in e, atoms 1 to 8: -0.22, -0.56, -0.46, -0.06, -0.96, -0.38, -1.06, 1.44